--- a ---
The following is a quantum chemistry calculation of C24H29BN9O2RuS3 as an isolated structure, from OMol25.

Element x y z (Å)
Ru: -0.005 -0.295 1.757
C: 4.389 1.216 -1.465
C: 4.697 1.073 0.016
N: 3.755 1.756 0.889
C: 2.593 1.258 1.349
S: 2.077 -0.327 0.789
N: 1.945 1.993 2.225
N: 0.853 1.335 2.709
C: 0.374 1.665 3.862
C: 0.894 2.788 4.697
C: -0.696 0.789 4.345
C: -1.342 0.984 5.560
C: -2.319 0.090 5.959
C: -2.635 -0.977 5.132
C: -1.963 -1.117 3.934
N: -1.003 -0.267 3.557
H: 5.158 0.718 -2.060
H: 4.357 2.266 -1.759
H: 3.428 0.758 -1.694
H: 5.684 1.479 0.244
H: 4.716 0.019 0.294
H: 3.978 2.683 1.213
H: 1.763 3.225 4.218
H: 1.170 2.436 5.693
H: 0.130 3.559 4.816
H: -1.079 1.832 6.175
H: -2.835 0.231 6.899
H: -3.405 -1.688 5.395
H: -2.188 -1.909 3.230
O: -0.489 -2.297 -3.339
C: -0.059 -1.469 -2.565
O: -0.040 -1.546 -1.258
C: 0.543 -0.187 -3.119
C: 0.747 -0.130 -4.495
C: 1.247 1.036 -5.046
C: 1.525 2.101 -4.203
C: 1.298 1.940 -2.846
N: 0.815 0.826 -2.301
H: 0.497 -0.995 -5.091
H: 1.415 1.115 -6.113
H: 1.920 3.034 -4.583
H: 1.526 2.748 -2.156
C: 0.911 -4.479 -0.717
N: -0.414 -3.994 -0.991
C: -1.433 -4.662 -1.685
C: -2.514 -3.876 -1.652
N: -2.215 -2.710 -0.943
B: -3.222 -1.629 -0.540
N: -2.714 -0.227 -1.142
C: -2.873 0.097 -2.463
C: -2.409 1.357 -2.658
N: -1.951 1.792 -1.441
C: -1.361 3.088 -1.178
C: -2.134 0.808 -0.533
S: -1.777 1.036 1.152
C: -0.878 -2.758 -0.577
S: -0.611 -2.394 1.209
H: 1.098 -5.354 -1.336
H: 1.033 -4.752 0.335
H: 1.654 -3.718 -0.966
H: -1.256 -5.608 -2.163
H: -3.490 -4.019 -2.077
H: -4.269 -1.862 -1.103
H: -3.349 -1.473 0.649
H: -3.295 -0.609 -3.156
H: -2.349 1.968 -3.541
H: -0.994 3.493 -2.118
H: -0.534 2.968 -0.481
H: -2.095 3.768 -0.747

Results
**M**: 683.6 g mol⁻¹
**Lowest unoccupied orbital energy (alpha / beta)**: -0.76 / -0.59 eV
**Multiplicity**: 2
**HOMO level (alpha / beta)**: -6.13 / -6.12 eV
**⟨S²⟩**: 0.768
**Frontier orbital gap (alpha / beta)**: 5.37 / 5.52 eV

For reference, the Löwdin charges in units of e are: number 1, Ru, carries 0.574; number 2, C, carries -0.092; number 3, C, carries -0.277; number 4, N, carries -0.013; number 5, C, carries -0.732; number 6, S, carries 0.649; number 7, N, carries 0.003; number 8, N, carries -0.165; number 9, C, carries -0.274; number 10, C, carries -0.022; number 11, C, carries -0.222; number 12, C, carries -0.003; number 13, C, carries -0.046; number 14, C, carries -0.035; number 15, C, carries -0.122; number 16, N, carries -0.104; number 17, H, carries 0.077; number 18, H, carries 0.074; number 19, H, carries 0.037; number 20, H, carries 0.114; number 21, H, carries 0.087; number 22, H, carries 0.137; number 23, H, carries 0.064; number 24, H, carries 0.088; number 25, H, carries 0.092; number 26, H, carries 0.111; number 27, H, carries 0.112; number 28, H, carries 0.112; number 29, H, carries 0.067; number 30, O, carries 0.099; number 31, C, carries -0.481; number 32, O, carries -0.069; number 33, C, carries -0.178; number 34, C, carries 0.003; number 35, C, carries -0.057; number 36, C, carries -0.063; number 37, C, carries -0.177; number 38, N, carries 0.135; number 39, H, carries 0.118; number 40, H, carries 0.107; number 41, H, carries 0.102; number 42, H, carries 0.106; number 43, C, carries -0.048; number 44, N, carries -0.140; number 45, C, carries -0.074; number 46, C, carries -0.085; number 47, N, carries -0.022; number 48, B, carries -0.452; number 49, N, carries 0.027; number 50, C, carries -0.044; number 51, C, carries -0.041; number 52, N, carries -0.120; number 53, C, carries -0.045; number 54, C, carries -0.633; number 55, S, carries 0.712; number 56, C, carries -0.700; number 57, S, carries 0.639; number 58, H, carries 0.088; number 59, H, carries 0.072; number 60, H, carries 0.088; number 61, H, carries 0.107; number 62, H, carries 0.110; number 63, H, carries 0.074; number 64, H, carries 0.045; number 65, H, carries 0.134; number 66, H, carries 0.126; number 67, H, carries 0.084; number 68, H, carries 0.067; number 69, H, carries 0.094

---

--- b ---
The following is a quantum chemistry calculation of C24H29BN9O2RuS3 as an isolated structure, from OMol25.

Element x y z (Å)
Ru: 0.311 0.258 0.568
C: -2.317 -0.497 -4.430
C: -2.060 0.920 -3.929
N: -2.530 1.154 -2.577
C: -1.886 0.781 -1.451
S: -0.336 0.004 -1.595
N: -2.494 1.011 -0.318
N: -1.783 0.621 0.788
C: -2.393 0.749 1.920
C: -3.748 1.366 2.074
C: -1.733 0.168 3.098
C: -2.321 0.211 4.363
C: -1.729 -0.487 5.401
C: -0.589 -1.235 5.144
C: -0.064 -1.202 3.863
N: -0.594 -0.488 2.877
H: -1.950 -0.610 -5.451
H: -3.385 -0.721 -4.421
H: -1.801 -1.223 -3.801
H: -2.567 1.643 -4.569
H: -0.993 1.145 -3.968
H: -3.436 1.568 -2.432
H: -4.108 1.721 1.116
H: -3.700 2.206 2.769
H: -4.457 0.640 2.478
H: -3.231 0.769 4.524
H: -2.164 -0.465 6.391
H: -0.115 -1.830 5.911
H: 0.818 -1.781 3.614
O: 0.546 4.397 0.816
C: 0.610 3.190 0.983
O: 0.146 2.289 0.197
C: 1.365 2.656 2.181
C: 2.014 3.517 3.053
C: 2.790 2.979 4.061
C: 2.910 1.599 4.151
C: 2.217 0.813 3.250
N: 1.436 1.332 2.303
H: 1.902 4.580 2.895
H: 3.315 3.622 4.756
H: 3.535 1.133 4.900
H: 2.302 -0.264 3.265
C: -2.123 -3.155 -0.617
N: -0.854 -3.305 -1.302
C: -0.671 -3.793 -2.573
C: 0.644 -3.640 -2.854
N: 1.258 -3.062 -1.768
B: 2.769 -2.613 -1.766
N: 2.797 -1.156 -2.361
C: 2.797 -0.881 -3.709
C: 2.698 0.459 -3.872
N: 2.644 1.002 -2.611
C: 2.438 2.407 -2.294
C: 2.697 0.008 -1.701
S: 2.678 0.285 0.004
C: 0.328 -2.856 -0.825
S: 0.506 -2.193 0.757
H: -2.911 -3.509 -1.278
H: -2.283 -2.103 -0.378
H: -2.127 -3.727 0.309
H: -1.479 -4.210 -3.148
H: 1.203 -3.909 -3.733
H: 3.348 -3.329 -2.548
H: 3.204 -2.622 -0.656
H: 2.875 -1.667 -4.438
H: 2.671 1.068 -4.757
H: 2.490 2.974 -3.220
H: 3.208 2.748 -1.606
H: 1.465 2.538 -1.820

Results
**M**: 683.6 g mol⁻¹
**Lowest unoccupied orbital energy (alpha / beta)**: -0.04 / -0.07 eV
**Multiplicity**: 2
**HOMO level (alpha / beta)**: -7.43 / -7.23 eV
**⟨S²⟩**: 0.757
**Frontier orbital gap (alpha / beta)**: 7.39 / 7.16 eV

For reference, the Löwdin charges in units of e are: number 1, Ru, carries 0.763; number 2, C, carries -0.091; number 3, C, carries -0.274; number 4, N, carries -0.008; number 5, C, carries -0.701; number 6, S, carries 0.763; number 7, N, carries 0.009; number 8, N, carries -0.089; number 9, C, carries -0.254; number 10, C, carries -0.027; number 11, C, carries -0.220; number 12, C, carries -0.008; number 13, C, carries -0.053; number 14, C, carries -0.047; number 15, C, carries -0.172; number 16, N, carries 0.016; number 17, H, carries 0.074; number 18, H, carries 0.073; number 19, H, carries 0.037; number 20, H, carries 0.115; number 21, H, carries 0.089; number 22, H, carries 0.139; number 23, H, carries 0.062; number 24, H, carries 0.089; number 25, H, carries 0.089; number 26, H, carries 0.105; number 27, H, carries 0.109; number 28, H, carries 0.106; number 29, H, carries 0.088; number 30, O, carries 0.055; number 31, C, carries -0.594; number 32, O, carries -0.210; number 33, C, carries -0.184; number 34, C, carries 0.014; number 35, C, carries -0.045; number 36, C, carries -0.041; number 37, C, carries -0.149; number 38, N, carries -0.032; number 39, H, carries 0.122; number 40, H, carries 0.109; number 41, H, carries 0.108; number 42, H, carries 0.102; number 43, C, carries -0.034; number 44, N, carries -0.131; number 45, C, carries -0.055; number 46, C, carries -0.059; number 47, N, carries 0.009; number 48, B, carries -0.431; number 49, N, carries 0.007; number 50, C, carries -0.060; number 51, C, carries -0.049; number 52, N, carries -0.129; number 53, C, carries -0.023; number 54, C, carries -0.723; number 55, S, carries 0.667; number 56, C, carries -0.736; number 57, S, carries 0.624; number 58, H, carries 0.091; number 59, H, carries 0.066; number 60, H, carries 0.086; number 61, H, carries 0.119; number 62, H, carries 0.118; number 63, H, carries 0.071; number 64, H, carries 0.053; number 65, H, carries 0.117; number 66, H, carries 0.119; number 67, H, carries 0.092; number 68, H, carries 0.088; number 69, H, carries 0.069

---

Which structure is the least stable? The one labeled a.